Run P
Below is an isolated molecule of C6H7NO, with properties calculated with ωB97M-V/def2-TZVPD.

HOMO in eV: -8.568
E_LUMO in eV: -0.086
SMILES string: CC1=N/C(=C/O)C=C1
Spin multiplicity: 1

CARTESIAN COORDINATES (ANGSTROEM)
1 C -2.2965 -1.0698 0.6777
2 C -0.9001 -0.6069 0.3375
3 C 0.5569 0.7292 -0.4144
4 C 1.1701 1.4627 -1.2462
5 C 1.3748 -0.1656 0.4765
6 C 0.2987 -0.9598 0.9359
7 H -2.9181 -0.4085 1.5224
8 H -2.1204 -2.0865 1.2803
9 H -3.0806 -1.0776 -0.0652
10 H 0.6572 2.3677 -1.7187
11 H 2.7751 2.0496 -2.2158
12 H 2.3337 -0.0718 0.7115
13 H 0.3406 -2.0978 1.4908
14 N -0.7077 0.5241 -0.3311
15 O 2.5163 1.4112 -1.4413

Atom charges from the Löwdin analysis, given in e for atoms 1 to 5: C -0.059; C -0.375; C -0.422; C -0.109; C 0.075

***

Run Q
Below is an isolated molecule of C6H7NO, with properties calculated with ωB97M-V/def2-TZVPD.

HOMO in eV: -8.642
E_LUMO in eV: 0.945
SMILES string: c1occ2c1CNC2
Spin multiplicity: 1

CARTESIAN COORDINATES (ANGSTROEM)
1 C -0.1767 0.1208 1.6122
2 C 1.5925 -0.3525 -0.0814
3 C 0.2714 0.2651 -0.8819
4 C -0.4888 -0.1925 -2.0472
5 C -1.9493 0.4280 -0.4529
6 C -0.7606 0.3988 0.1639
7 H -0.2760 0.7054 2.4779
8 H -0.7412 -0.7833 1.8788
9 H 1.9174 1.0245 1.6409
10 H 2.4616 0.0606 -0.3304
11 H 1.8246 -1.4786 -0.1269
12 H -0.1554 -0.4958 -3.0457
13 H -2.9836 0.2783 -0.3856
14 N 1.3435 0.0179 1.4007
15 O -1.8793 0.0032 -1.8226

Atom charges from the Löwdin analysis, given in e for atoms 1 to 5: C -0.128; C -0.124; C -0.062; C -0.026; C -0.061

***

Run R
Below is a cluster of 2 separate species, C6H7NO in total, with properties calculated with ωB97M-V/def2-TZVPD.

HOMO in eV: -8.888
E_LUMO in eV: -0.022
Spin multiplicity: 1

CARTESIAN COORDINATES (ANGSTROEM)
1 C -0.1337 0.1658 1.7661
2 C 1.1790 -0.8964 -0.7401
3 C -1.2083 -0.4466 1.0583
4 C 0.7463 0.4038 -0.1514
5 N 1.0984 1.5740 -0.3600
6 C -1.4842 0.2272 -0.2558
7 C -1.9958 0.6570 -1.2677
8 O -1.6201 -1.6026 1.1813
9 H 1.9268 1.7247 -0.9360
10 H 0.3396 -0.4470 2.5278
11 H -0.2019 1.2346 1.9322
12 H 2.1558 -1.1529 -0.3236
13 H 1.2626 -0.7965 -1.8247
14 H 0.4616 -1.6837 -0.4985
15 H -2.5259 1.0387 -2.1079

Atom charges from the Löwdin analysis, given in e for atoms 1 to 5: C 0.065; C -0.042; C -0.527; C -0.308; N 0.129

***

Run S
Below is an isolated molecule of C6H7NO, with properties calculated with ωB97M-V/def2-TZVPD.

HOMO (alpha / beta) in eV: -7.455 / -7.003
E_LUMO (alpha / beta) in eV: 0.433 / -0.490
Spin multiplicity: 1

CARTESIAN COORDINATES (ANGSTROEM)
1 C 1.7339 -0.7469 -0.1145
2 C 1.1461 -0.0902 0.9926
3 C -1.7099 -1.2701 -0.1822
4 C 0.7518 -1.2835 -0.9662
5 C -0.2428 0.2320 0.5935
6 C -0.5778 1.5131 -0.1976
7 N -0.5115 -0.8450 -0.4305
8 O -2.7921 -0.8549 0.0829
9 H 2.8216 -0.8354 -0.2376
10 H 1.5506 0.3636 1.9268
11 H 0.8328 -1.7519 -1.9337
12 H -0.9727 0.1816 1.3736
13 H -1.6403 1.5340 -0.3610
14 H 0.0163 1.5420 -1.0590
15 H -0.4060 2.3116 0.5129

Atom charges from the Löwdin analysis, given in e for atoms 1 to 5: C -0.083; C -0.026; C -0.255; C -0.021; C -0.322

***

Most stable structure: run P

***

Run P
Below is a cluster of 2 separate species, C6H12S in total, with properties calculated with ωB97M-V/def2-TZVPD.

HOMO (alpha / beta) in eV: -8.693 / -8.692
E_LUMO (alpha / beta) in eV: -0.447 / -0.447
SMILES string: C/C=C/C.CC=S
Spin multiplicity: 1

CARTESIAN COORDINATES (ANGSTROEM)
1 C 0.5785 1.9930 -1.1876
2 C -0.1980 1.4361 -0.0218
3 C -0.3385 0.2126 2.0654
4 C -0.8093 -1.9596 -0.8077
5 C 0.3911 0.7865 0.9279
6 C 0.5765 -1.6544 -0.9092
7 S 1.6746 -2.2397 0.2692
8 H 0.2716 1.4464 -2.0521
9 H 0.2658 2.9405 -1.1875
10 H -1.2493 1.4420 -0.2875
11 H -0.0002 0.5675 3.1039
12 H -0.1713 -0.8792 2.2540
13 H -1.4875 0.3467 1.8560
14 H -1.4896 -1.1037 -0.4649
15 H -0.8012 -2.7149 0.0844
16 H -1.4544 -2.3319 -1.7151
17 H 1.5253 0.9315 0.9313
18 H 1.0548 -1.2206 -1.7951
19 H 1.6612 2.0011 -1.0637

Atom charges from the Löwdin analysis, given in e for atoms 1 to 5: C -0.091; C -0.215; C -0.140; C -0.229; C -0.285

***

Run Q
Below is an isolated molecule of C6H12S, with properties calculated with ωB97M-V/def2-TZVPD.

HOMO in eV: -7.355
E_LUMO in eV: 0.412
SMILES string: C=[S@@H]1=CC[C@@H](C)C1
Spin multiplicity: 1

CARTESIAN COORDINATES (ANGSTROEM)
1 C 0.6187 0.0956 -1.3597
2 C -0.9233 -1.9659 -2.0121
3 C 1.3981 0.5160 -0.1629
4 C -0.2744 -0.8246 0.9481
5 C 0.7027 0.2831 1.1084
6 C -0.1048 1.6304 1.4738
7 S -0.7863 -0.7014 -0.9328
8 H 0.4548 0.7610 -2.2164
9 H -1.8684 -2.6126 -1.9960
10 H -0.1253 -1.9841 -2.8066
11 H 2.3044 -0.0648 -0.1785
12 H 1.7197 1.5150 -0.1524
13 H -0.0072 -1.8431 1.2718
14 H -1.2509 -0.6261 1.4235
15 H 1.4606 0.1963 1.9415
16 H -0.4256 1.9085 0.4617
17 H 0.3599 2.5089 1.9308
18 H -0.9917 1.3789 1.9392
19 H -2.2611 -0.1710 -0.6812

Atom charges from the Löwdin analysis, given in e for atoms 1 to 5: C -0.354; C -0.370; C -0.311; C -0.220; C -0.421

***

Most stable structure: run P

***

Run P
Below is an isolated molecule of C8H11NO2, with properties calculated with ωB97M-V/def2-TZVPD.

HOMO in eV: -7.711
E_LUMO in eV: 0.270
Spin multiplicity: 1

CARTESIAN COORDINATES (ANGSTROEM)
1 C -0.7760 -2.5602 0.8349
2 C 0.7205 -0.6188 0.5729
3 C -0.5002 -0.0384 0.2545
4 C -0.9552 -3.6087 0.0695
5 C 0.5733 -1.9780 1.1817
6 C 2.2005 -0.2991 0.3763
7 C -1.5811 1.4376 -1.4424
8 C -0.2121 2.4829 0.2474
9 N -0.4142 1.2481 -0.5580
10 O -1.0059 -4.5444 -0.6310
11 O 1.4478 -2.6447 1.6911
12 H -1.6010 -1.9376 1.1992
13 H 2.6435 -0.0622 1.3852
14 H 2.4184 0.4681 -0.3062
15 H 2.7925 -1.2063 0.0825
16 H -2.4502 1.3238 -0.8387
17 H -1.7025 2.2436 -2.1407
18 H -1.4519 0.5591 -2.0708
19 H -0.9331 2.5933 1.0853
20 H 0.7694 2.6168 0.7293
21 H -0.3121 3.2590 -0.5770
22 H 0.3296 1.2661 -1.1451

Atom charges from the Löwdin analysis, given in e for atoms 1 to 5: C -0.066; C -0.256; C 0.014; C -0.173; C -0.410

***

Run Q
Below is a cluster of 2 separate species, C8H11NO2 in total, with properties calculated with ωB97M-V/def2-TZVPD.

HOMO in eV: -9.314
E_LUMO in eV: -0.199
SMILES string: C=CC#[N+][O-].C=CC(=O)CC
Spin multiplicity: 1

CARTESIAN COORDINATES (ANGSTROEM)
1 C 0.3167 -0.8206 -2.4564
2 C 3.0535 1.4191 -0.8793
3 C -0.4648 -0.5656 -1.3791
4 C 1.8876 1.1220 -0.2732
5 C -0.1881 -1.4863 -0.2097
6 C 1.6608 0.0466 0.6885
7 C -1.4528 -0.2260 1.4650
8 C -0.6214 -1.4366 1.1896
9 N 2.0705 -0.5510 1.6279
10 O 0.2646 -2.6011 -0.5274
11 O 2.3761 -1.3500 2.4685
12 H 0.1238 -0.5957 -3.4554
13 H 1.0576 -1.5495 -2.2946
14 H 3.1371 2.2454 -1.5993
15 H 3.8156 0.6002 -0.7876
16 H -1.4032 0.0597 -1.2790
17 H 1.1024 1.8905 -0.3240
18 H -1.2257 0.5695 0.7078
19 H -2.4573 -0.3957 1.2023
20 H -1.4201 0.1228 2.4700
21 H 0.3585 -1.3498 1.6563
22 H -1.0206 -2.4742 1.6040

Atom charges from the Löwdin analysis, given in e for atoms 1 to 5: C 0.065; C 0.032; C -0.082; C -0.165; C -0.449

***

Most stable structure: run P

***

Run P
Below is the ion C4H13N3 with charge +2, with properties calculated with ωB97M-V/def2-TZVPD.

HOMO in eV: -16.516
E_LUMO in eV: -6.792
Net charge: +2
SMILES string: N/C=C(\[NH3+])CC[NH3+]
Spin multiplicity: 1

CARTESIAN COORDINATES (ANGSTROEM)
1 C -1.4589 0.4453 0.8949
2 C -0.1091 0.9528 0.3940
3 C 0.9376 -0.0571 -0.0357
4 C 1.0183 -0.4858 -1.3084
5 N 1.8410 -1.4071 -1.8372
6 N 1.7430 -0.6843 1.0459
7 N -2.6190 0.8740 0.0014
8 H -1.5174 -0.6314 0.9943
9 H -1.7465 0.8272 1.8789
10 H -0.1832 1.6524 -0.4428
11 H 0.2966 1.6545 1.1233
12 H 0.3752 0.0211 -2.0105
13 H 1.6835 -1.8469 -2.7371
14 H 2.5656 -1.8359 -1.2814
15 H 2.6919 -0.9023 0.7234
16 H 1.3131 -1.5311 1.4200
17 H 1.8748 -0.0143 1.8056
18 H -2.7636 1.8860 0.0358
19 H -2.4537 0.6628 -0.9831
20 H -3.4890 0.4202 0.3187

Atom charges from the Löwdin analysis, given in e for atoms 1 to 5: C -0.107; C -0.137; C -0.245; C -0.123; N 0.135

***

Run Q
Below is the ion C4H13N3 with charge +2, with properties calculated with ωB97M-V/def2-TZVPD.

HOMO in eV: -16.198
E_LUMO in eV: -6.858
Net charge: +2
SMILES string: N/C(=C\[NH3+])CC[NH3+]
Spin multiplicity: 1

CARTESIAN COORDINATES (ANGSTROEM)
1 C -1.5526 -0.9854 -0.4512
2 C -0.0131 -0.9631 -0.0536
3 C 0.7485 0.2935 -0.3057
4 C 0.5781 1.4423 0.5138
5 N 1.5120 2.6778 0.6799
6 N 1.7803 0.2410 -1.1348
7 N -2.1330 -2.1473 0.2825
8 H -2.1631 -0.1989 -0.0561
9 H -1.6856 -1.1560 -1.5532
10 H 0.3897 -1.9521 -0.6445
11 H 0.0794 -1.1088 1.1042
12 H -0.2004 1.3795 1.3434
13 H 1.2617 3.3628 0.0280
14 H 1.2831 3.0713 1.5802
15 H 2.6049 2.3109 0.8830
16 H 2.4139 1.0681 -1.3515
17 H 1.8764 -0.3509 -1.8932
18 H -2.1673 -1.8876 1.3293
19 H -1.5942 -3.0041 0.0027
20 H -3.0187 -2.0930 -0.3030

Atom charges from the Löwdin analysis, given in e for atoms 1 to 5: C -0.157; C -0.108; C -0.365; C -0.050; N 0.184

***

Most stable structure: run P

***

Run P
Below is an isolated molecule of C2H3F2IO, with properties calculated with ωB97M-V/def2-TZVPD.

HOMO in eV: -9.558
E_LUMO in eV: 0.444
SMILES string: O[C@@H](I)C(F)F
Spin multiplicity: 1

CARTESIAN COORDINATES (ANGSTROEM)
1 C -0.4117 -0.2153 -0.6289
2 C 0.8178 1.1038 -0.1094
3 O 0.1272 -1.3167 -0.0563
4 F 1.9848 0.3969 -0.3422
5 F 0.6876 1.2060 1.1805
6 I -2.4210 0.2198 0.0959
7 H -0.5811 -0.2912 -1.6985
8 H 0.6429 2.0454 -0.6928
9 H 0.3048 -1.0997 0.8980

Atom charges from the Löwdin analysis, given in e for atoms 1 to 5: C -0.703; C -0.326; O -0.119; F 0.023; F 0.066

***

Run Q
Below is a cluster of 2 separate species, C2H3F2IO in total, with properties calculated with ωB97M-V/def2-TZVPD.

HOMO (alpha / beta) in eV: -9.199 / -7.711
E_LUMO (alpha / beta) in eV: 0.404 / 0.002
Spin multiplicity: 1

CARTESIAN COORDINATES (ANGSTROEM)
1 C 1.1960 0.4372 -0.6537
2 C -1.1653 -0.7705 0.2931
3 O 0.6281 1.6210 -0.6886
4 F -1.3966 -0.6990 1.6586
5 F -1.0724 -2.0021 -0.1001
6 I 2.6950 -0.1299 0.7205
7 H 0.6010 -0.2893 -1.1731
8 H -1.9895 -0.1743 -0.1893
9 H 0.5038 2.0070 0.1325

Atom charges from the Löwdin analysis, given in e for atoms 1 to 5: C -0.742; C -0.226; O -0.076; F -0.014; F 0.077

***

Most stable structure: run P

***

Run P
Below is an isolated molecule of C22H29N3O3, with properties calculated with ωB97M-V/def2-TZVPD.

HOMO in eV: -8.409
E_LUMO in eV: -0.735
SMILES string: CCN(CC)CCCC[C@@H](NC(=O)c1ccc([N+](=O)[O-])cc1)c1ccccc1
Spin multiplicity: 1

CARTESIAN COORDINATES (ANGSTROEM)
1 C 0.5706 1.8490 -5.7264
2 H -0.4173 1.8492 -5.2731
3 H 0.6319 2.6721 -6.4327
4 H 0.7038 0.9207 -6.2770
5 C 1.6384 1.9571 -4.6428
6 N 1.3518 3.0127 -3.6863
7 C 2.1944 2.9393 -2.5050
8 H 3.1917 3.3818 -2.6668
9 C 1.5559 3.6067 -1.2816
10 C 0.0792 3.2580 -1.0973
11 C -0.2275 1.7706 -0.9311
12 H 0.1423 1.2284 -1.8002
13 H -1.3145 1.6576 -0.9033
14 C 0.3301 1.1606 0.3643
15 N -0.4577 -0.0081 0.7311
16 C -1.0278 -0.1472 1.9459
17 O -0.9753 0.6980 2.8162
18 C -1.7554 -1.4435 2.1497
19 C -1.7552 -1.9913 3.4306
20 C -2.4212 -3.1724 3.6866
21 C -3.1047 -3.7986 2.6509
22 C -3.1366 -3.2514 1.3738
23 C -2.4589 -2.0741 1.1257
24 H -2.5037 -1.6346 0.1404
25 H -3.6928 -3.7561 0.5985
26 N -3.8033 -5.0352 2.9058
27 O -3.7562 -5.4866 4.0294
28 O -4.3923 -5.5489 1.9788
29 H -2.4278 -3.6173 4.6698
30 H -1.2280 -1.4699 4.2145
31 H -0.4425 -0.7872 0.0928
32 C 1.7847 0.7629 0.2781
33 C 2.2137 -0.1572 -0.6718
34 C 3.5427 -0.5369 -0.7359
35 C 4.4603 -0.0045 0.1534
36 C 4.0398 0.8997 1.1134
37 C 2.7097 1.2761 1.1778
38 H 2.3828 1.9744 1.9346
39 H 4.7489 1.3110 1.8163
40 H 5.4979 -0.2985 0.1013
41 H 3.8626 -1.2495 -1.4822
42 H 1.5074 -0.5840 -1.3714
43 H 0.1920 1.8701 1.1871
44 H -0.2999 3.7973 -0.2261
45 H -0.4640 3.6089 -1.9757
46 H 2.1283 3.3068 -0.4032
47 H 1.6381 4.6921 -1.3665
48 H 2.3553 1.8838 -2.2755
49 C 1.2659 4.3436 -4.2638
50 C 2.5016 4.8483 -5.0198
51 H 2.3392 5.8782 -5.3272
52 H 2.6896 4.2526 -5.9096
53 H 3.3857 4.8164 -4.3873
54 H 1.0468 5.0352 -3.4486
55 H 0.4064 4.3566 -4.9389
56 H 1.6539 1.0170 -4.0821
57 H 2.6309 2.0691 -5.1123

Atom charges from the Löwdin analysis, given in e for atoms 1 to 5: C -0.086; H 0.077; H 0.062; H 0.071; C -0.262

***

Run Q
Below is an isolated molecule of C22H29N3O3, with properties calculated with ωB97M-V/def2-TZVPD.

HOMO in eV: -7.918
E_LUMO in eV: 0.670
SMILES string: COc1cc(CCCN2C(N)=NC[C@@H]2Cc2ccccc2)cc(OC)c1OC
Spin multiplicity: 1

CARTESIAN COORDINATES (ANGSTROEM)
1 C -3.5567 -3.1437 -1.5543
2 H -4.1927 -3.9070 -2.0001
3 O -4.3991 -2.0442 -1.3139
4 C -3.8675 -0.9426 -0.7185
5 C -2.5287 -0.7964 -0.3830
6 C -2.0762 0.3756 0.2038
7 C -2.9643 1.4042 0.4679
8 C -4.3123 1.2744 0.1514
9 C -4.7736 0.0951 -0.4477
10 O -6.1026 -0.1213 -0.7350
11 C -6.6748 0.7420 -1.6951
12 H -6.1431 0.6735 -2.6508
13 H -6.6765 1.7809 -1.3557
14 H -7.6996 0.3989 -1.8264
15 O -5.2510 2.2400 0.3934
16 C -4.8518 3.4158 1.0507
17 H -4.4339 3.2026 2.0398
18 H -5.7580 4.0092 1.1649
19 H -4.1227 3.9816 0.4609
20 H -2.5955 2.3067 0.9285
21 C -0.6291 0.4818 0.5923
22 H -0.0226 -0.0043 -0.1736
23 C -0.3922 -0.2260 1.9308
24 H -0.8825 0.3282 2.7335
25 H -0.8424 -1.2178 1.8800
26 C 1.0983 -0.3699 2.2672
27 N 1.8483 -1.0893 1.2709
28 C 1.4853 -2.3014 0.7254
29 N 1.9880 -2.5814 -0.4156
30 C 2.7801 -1.4463 -0.8391
31 H 3.7999 -1.7748 -1.0511
32 H 2.3657 -1.0353 -1.7654
33 C 2.7369 -0.4278 0.3286
34 C 4.1169 -0.1896 0.9696
35 C 5.0377 0.5172 0.0201
36 C 6.0591 -0.1630 -0.6299
37 C 6.8831 0.4908 -1.5295
38 C 6.6957 1.8363 -1.7923
39 C 5.6826 2.5254 -1.1472
40 C 4.8614 1.8697 -0.2487
41 H 4.0763 2.4152 0.2565
42 H 5.5339 3.5774 -1.3439
43 H 7.3383 2.3475 -2.4938
44 H 7.6740 -0.0523 -2.0258
45 H 6.2171 -1.2124 -0.4249
46 H 4.5351 -1.1542 1.2628
47 H 3.9798 0.4128 1.8720
48 H 2.3250 0.5371 0.0082
49 N 0.6091 -3.1273 1.3883
50 H 0.6923 -3.1192 2.3938
51 H 0.5968 -4.0550 0.9914
52 H 1.5544 0.6183 2.3657
53 H 1.1963 -0.8781 3.2365
54 H -0.3264 1.5283 0.6665
55 H -1.8185 -1.5830 -0.5820
56 H -2.7508 -2.8924 -2.2519
57 H -3.1228 -3.5302 -0.6264

Atom charges from the Löwdin analysis, given in e for atoms 1 to 5: C -0.082; H 0.094; O -0.060; C -0.186; C 0.023

***

Most stable structure: run Q